1.
This record from the OMol25 dataset describes a structure of composition C36H39N6O4STi. The level of theory is ωB97M-V with the def2-TZVPD basis set.

Total charge = +1
Gap between HOMO and LUMO = 7.81 eV

Each line ends with the Mulliken charge.
Geometry (Å):
Ti (-0.458, 0.241, -0.103)  -0.855
C (1.613, -1.441, -1.875)  -2.064
N (0.544, -1.769, -0.886)  0.893
C (-0.437, -2.716, -1.492)  -2.722
C (-1.823, -2.170, -1.600)  1.142
C (-2.825, -2.975, -2.125)  -1.073
C (-4.124, -2.517, -2.116)  -0.820
C (-4.382, -1.256, -1.594)  -1.285
C (-3.328, -0.508, -1.124)  -0.824
N (-2.057, -0.951, -1.123)  1.991
C (1.148, -2.483, 0.277)  -1.451
C (2.049, -1.574, 1.044)  0.561
C (3.206, -2.010, 1.665)  -1.092
C (3.962, -1.090, 2.372)  -0.532
C (3.545, 0.230, 2.410)  -1.189
C (2.379, 0.581, 1.753)  -0.410
N (1.632, -0.310, 1.094)  0.843
C (2.094, -0.015, -1.869)  0.861
C (3.285, 0.319, -2.494)  -1.108
C (3.649, 1.652, -2.566)  -0.691
C (2.813, 2.610, -2.009)  -1.010
C (1.649, 2.197, -1.396)  -0.478
N (1.297, 0.906, -1.332)  1.339
H (1.223, -1.630, -2.876)  0.644
H (2.462, -2.116, -1.735)  0.708
H (-0.498, -3.610, -0.870)  0.784
H (-0.091, -3.042, -2.475)  0.681
H (-2.576, -3.955, -2.509)  0.585
H (-4.926, -3.131, -2.504)  0.484
H (-5.382, -0.849, -1.555)  0.582
H (-3.481, 0.489, -0.738)  0.706
H (1.689, -3.365, -0.082)  0.697
H (0.335, -2.825, 0.918)  0.715
H (3.501, -3.049, 1.597)  0.555
H (4.868, -1.397, 2.877)  0.444
H (4.108, 0.986, 2.938)  0.503
H (2.029, 1.604, 1.748)  0.581
H (3.908, -0.457, -2.917)  0.562
H (4.573, 1.941, -3.050)  0.475
H (3.056, 3.662, -2.039)  0.526
H (0.966, 2.894, -0.929)  0.435
C (-7.249, -1.233, 4.791)  -1.503
C (-5.902, -1.326, 4.135)  0.935
C (-5.606, -0.589, 2.991)  -1.040
C (-4.361, -0.672, 2.390)  -0.094
C (-3.394, -1.497, 2.941)  -0.008
C (-3.660, -2.235, 4.089)  -0.759
C (-4.911, -2.147, 4.672)  -0.804
S (-1.820, -1.695, 2.180)  1.444
O (-0.877, -2.077, 3.200)  -0.741
O (-1.947, -2.593, 1.055)  -0.757
N (-1.450, -0.211, 1.599)  0.907
C (-1.246, 0.738, 2.709)  -0.698
C (-0.369, 1.872, 2.237)  0.114
O (0.038, 2.757, 2.937)  -0.677
O (-0.066, 1.758, 0.947)  0.021
H (-7.919, -0.581, 4.234)  0.349
H (-7.158, -0.840, 5.804)  0.347
H (-7.715, -2.216, 4.863)  0.358
H (-6.360, 0.064, 2.569)  0.347
H (-4.137, -0.086, 1.508)  0.272
H (-2.890, -2.860, 4.520)  0.527
H (-5.123, -2.720, 5.566)  0.415
H (-0.745, 0.262, 3.555)  0.583
H (-2.194, 1.145, 3.074)  0.507
C (-0.356, -0.255, -5.677)  -0.924
N (-1.264, 0.513, -4.850)  -0.066
C (-2.543, -0.161, -4.727)  -0.797
C (-0.659, 0.797, -3.565)  0.262
C (-1.441, 1.770, -2.710)  0.134
C (-2.142, 2.781, -3.370)  -0.489
C (-2.885, 3.714, -2.669)  -0.968
C (-2.920, 3.657, -1.285)  -0.974
C (-2.189, 2.682, -0.622)  -0.455
C (-1.446, 1.716, -1.309)  0.768
H (-0.800, -0.433, -6.655)  0.368
H (-0.119, -1.241, -5.232)  0.227
H (0.578, 0.291, -5.818)  0.314
H (-2.986, -0.289, -5.714)  0.490
H (-3.226, 0.433, -4.122)  0.256
H (-2.441, -1.158, -4.266)  0.158
H (0.335, 1.213, -3.766)  0.535
H (-0.490, -0.141, -3.000)  -0.287
H (-2.105, 2.812, -4.451)  0.461
H (-3.429, 4.484, -3.202)  0.430
H (-3.495, 4.379, -0.718)  0.487
H (-2.207, 2.689, 0.461)  0.332

2.
This record from the OMol25 dataset describes a structure of composition C36H40AsGaN3O3P2S5. The level of theory is ωB97M-V with the def2-TZVPD basis set.

Total charge = -1
Gap between HOMO and LUMO = 6.19 eV

Each line ends with the Mulliken charge.
Geometry (Å):
Ga (-0.051, 0.866, 0.633)  0.426
S (-4.086, 2.834, 0.332)  -0.488
As (-2.031, 3.114, 0.568)  0.093
S (-1.240, 1.783, 2.265)  -0.566
S (-0.887, 1.991, -1.084)  -0.444
S (-1.206, 5.016, 0.777)  -0.513
C (-3.667, -5.289, -2.710)  -0.679
S (-2.772, -6.048, -1.338)  -0.119
C (-1.043, -5.772, -1.829)  -1.244
C (-0.377, -4.538, -1.231)  1.057
C (-1.062, -3.255, -1.692)  -1.107
N (-0.512, -2.005, -1.147)  0.426
P (0.793, -1.094, -1.808)  0.318
C (1.933, -2.437, -2.315)  0.055
C (1.958, -3.031, -3.573)  -0.128
C (2.808, -4.100, -3.828)  -0.843
C (3.647, -4.577, -2.831)  -0.505
C (3.649, -3.974, -1.580)  -0.534
C (2.802, -2.906, -1.329)  -0.458
C (0.250, -0.456, -3.429)  0.956
C (-0.891, -0.818, -4.139)  0.292
C (-1.201, -0.195, -5.340)  -0.818
C (-0.370, 0.793, -5.848)  -0.564
C (0.763, 1.170, -5.140)  -0.634
C (1.065, 0.559, -3.934)  -0.804
P (-1.103, -1.349, 0.297)  1.280
C (-1.046, -2.714, 1.495)  0.258
C (0.147, -2.910, 2.188)  0.220
C (0.314, -4.028, 2.990)  -0.711
C (-0.712, -4.956, 3.107)  -0.577
C (-1.907, -4.760, 2.429)  -0.733
C (-2.077, -3.642, 1.627)  -0.620
C (-2.864, -1.033, 0.059)  0.393
C (-3.700, -0.920, 1.168)  -0.442
C (-5.040, -0.618, 0.995)  -0.668
C (-5.549, -0.417, -0.279)  -0.616
C (-4.712, -0.490, -1.381)  -0.591
C (-3.370, -0.788, -1.213)  -0.626
H (-4.718, -5.539, -2.576)  0.372
H (-3.330, -5.701, -3.661)  0.277
H (-3.570, -4.204, -2.723)  0.103
H (-1.010, -5.746, -2.922)  0.439
H (-0.503, -6.666, -1.517)  0.513
H (0.670, -4.535, -1.540)  -0.398
H (-0.391, -4.607, -0.143)  -0.153
H (-2.120, -3.298, -1.423)  -0.007
H (-1.009, -3.215, -2.783)  0.512
H (1.307, -2.659, -4.355)  0.452
H (2.815, -4.560, -4.809)  0.405
H (4.308, -5.411, -3.032)  0.377
H (4.313, -4.332, -0.803)  0.433
H (2.800, -2.431, -0.353)  0.379
H (-1.564, -1.572, -3.754)  -0.159
H (-2.100, -0.477, -5.875)  0.418
H (-0.618, 1.285, -6.779)  0.358
H (1.396, 1.965, -5.512)  0.429
H (1.913, 0.899, -3.349)  0.334
H (0.933, -2.170, 2.116)  -0.099
H (1.242, -4.168, 3.530)  0.468
H (-0.583, -5.831, 3.733)  0.381
H (-2.708, -5.484, 2.514)  0.416
H (-3.004, -3.506, 1.086)  0.409
H (-3.300, -1.043, 2.167)  0.431
H (-5.680, -0.505, 1.860)  0.391
H (-6.592, -0.157, -0.409)  0.355
H (-5.095, -0.279, -2.371)  0.444
H (-2.704, -0.791, -2.065)  0.471
C (2.645, 3.193, 3.199)  -1.084
C (3.286, 1.960, 3.830)  -1.410
C (3.551, 0.801, 2.838)  2.812
C (4.116, -0.415, 3.585)  -1.493
C (4.380, -1.608, 2.674)  -0.987
C (4.578, 1.273, 1.831)  -0.175
O (5.734, 1.491, 2.132)  -0.681
N (4.136, 1.444, 0.549)  0.125
C (2.829, 1.294, 0.065)  0.036
O (2.601, 1.574, -1.089)  -0.661
N (1.896, 0.800, 0.944)  2.016
C (2.209, 0.437, 2.224)  -1.079
O (1.377, -0.141, 2.904)  -0.719
H (2.546, 3.985, 3.940)  0.482
H (1.643, 2.987, 2.817)  0.147
H (3.249, 3.589, 2.379)  0.252
H (2.637, 1.561, 4.611)  0.452
H (4.247, 2.212, 4.283)  0.466
H (3.395, -0.683, 4.357)  0.431
H (5.040, -0.100, 4.072)  0.465
H (3.461, -1.942, 2.186)  0.025
H (4.775, -2.451, 3.242)  0.521
H (5.109, -1.362, 1.898)  0.279
H (4.795, 1.805, -0.125)  0.287

> What is the formula in the first record?

C36H39N6O4STi

> The lowest total charge belongs to which entry?

C36H40AsGaN3O3P2S5

> The lowest gap between HOMO and LUMO belongs to which entry?

C36H40AsGaN3O3P2S5

> What is the formula in the second record?

C36H40AsGaN3O3P2S5